[1]
The following is a DFT calculation (wB97M-V/def2-TZVPD) of C18H32IrN4S4 as an isolated structure in a non-equilibrium geometry.

Each line ends with the Löwdin charge.
Geometry (Å):
Ir (-0.534, 0.953, -0.437)  0.754
C (2.356, 2.550, -0.925)  -0.215
C (1.198, 3.552, -1.149)  -0.199
N (-0.085, 3.153, -0.537)  -0.246
C (-0.381, 3.830, 0.749)  -0.211
C (-0.940, 2.894, 1.825)  -0.258
N (-0.276, 1.590, 1.786)  -0.156
C (1.060, 1.591, 2.410)  -0.181
C (2.203, 2.168, 1.546)  -0.203
N (2.128, 1.674, 0.198)  -0.115
H (3.296, 3.118, -0.848)  0.108
H (2.421, 1.910, -1.805)  0.094
H (1.035, 3.653, -2.220)  0.103
H (1.489, 4.536, -0.767)  0.103
H (-0.855, 3.344, -1.172)  0.020
H (-1.107, 4.628, 0.589)  0.117
H (0.536, 4.296, 1.104)  0.092
H (-2.000, 2.728, 1.653)  0.033
H (-0.825, 3.378, 2.805)  0.115
H (-0.847, 0.885, 2.238)  0.107
H (1.299, 0.556, 2.654)  0.101
H (1.028, 2.155, 3.352)  0.111
H (3.148, 1.911, 2.042)  0.114
H (2.154, 3.258, 1.535)  0.099
H (2.600, 0.792, 0.084)  0.060
S (-0.360, 0.760, -2.710)  -0.037
S (-2.204, 0.817, -3.655)  -0.116
S (-3.499, 2.098, -2.467)  -0.126
S (-2.758, 2.075, -0.547)  -0.006
C (2.425, -1.197, -1.546)  -0.097
C (2.216, -2.186, -0.397)  -0.374
C (2.501, -1.541, 0.963)  -0.084
C (0.861, -2.874, -0.404)  -0.158
C (0.882, -4.259, -0.511)  -0.086
C (-0.263, -5.034, -0.493)  -0.132
C (-1.474, -4.371, -0.360)  -0.080
C (-1.578, -2.994, -0.245)  -0.152
C (-2.978, -2.428, -0.104)  -0.387
C (-3.375, -1.572, -1.298)  -0.097
C (-3.192, -1.697, 1.225)  -0.079
C (-0.389, -2.180, -0.253)  -0.277
N (-0.417, -0.859, 0.035)  -0.172
H (3.442, -0.783, -1.515)  0.076
H (1.707, -0.380, -1.499)  -0.030
H (2.288, -1.687, -2.511)  0.083
H (2.952, -2.983, -0.539)  0.113
H (1.735, -0.795, 1.174)  0.023
H (3.489, -1.063, 0.979)  0.075
H (2.471, -2.288, 1.759)  0.082
H (1.849, -4.743, -0.614)  0.096
H (-0.217, -6.112, -0.582)  0.079
H (-2.395, -4.947, -0.347)  0.098
H (-3.645, -3.297, -0.101)  0.113
H (-2.724, -0.713, -1.395)  -0.030
H (-4.396, -1.196, -1.191)  0.079
H (-3.309, -2.148, -2.223)  0.081
H (-2.563, -0.809, 1.280)  0.031
H (-2.956, -2.351, 2.069)  0.073
H (-4.231, -1.367, 1.314)  0.071

Summary:
HOMO-LUMO gap (alpha / beta)	5.198 / 5.146	eV
total energy	-71327.01987	eV
relative energy (zero: lowest compared OMol25 entry of this formula, charge and spin)	1.619	eV
2S+1	1
charge	-1

[2]
The following is a DFT calculation (wB97M-V/def2-TZVPD) of C18H32N2O15P3Zr as an isolated structure.

Each line ends with the Löwdin charge.
Geometry (Å):
Zr (-0.663, -0.044, 0.572)  1.866
C (1.288, 0.942, 4.151)  0.009
N (2.100, -0.080, 3.487)  -0.092
C (2.868, -0.966, 4.357)  0.001
C (2.004, -0.277, 2.191)  -0.359
O (1.250, 0.424, 1.471)  -0.175
C (2.868, -1.346, 1.532)  -0.094
O (2.738, -1.276, 0.136)  -0.097
C (2.294, -2.435, -0.513)  -0.103
C (0.843, -2.753, -0.170)  -0.368
O (0.269, -2.025, 0.678)  -0.117
N (0.239, -3.786, -0.715)  -0.095
C (-1.145, -4.121, -0.367)  0.015
C (0.855, -4.650, -1.714)  -0.002
H (0.486, 0.466, 4.713)  0.097
H (0.868, 1.613, 3.408)  0.081
H (1.930, 1.502, 4.829)  0.103
H (3.117, -0.422, 5.264)  0.100
H (3.796, -1.279, 3.887)  0.090
H (2.278, -1.843, 4.626)  0.113
H (2.581, -2.321, 1.937)  0.150
H (3.915, -1.169, 1.794)  0.144
H (2.929, -3.297, -0.278)  0.148
H (2.370, -2.230, -1.580)  0.142
H (-1.442, -3.603, 0.538)  0.078
H (-1.213, -5.198, -0.222)  0.105
H (-1.811, -3.824, -1.177)  0.111
H (1.843, -4.301, -1.996)  0.084
H (0.226, -4.667, -2.603)  0.108
H (0.935, -5.664, -1.323)  0.106
O (-4.755, -0.537, 0.353)  -0.082
P (-3.713, -1.494, 1.071)  0.260
O (-4.170, -2.865, 1.265)  -0.231
O (-2.371, -1.235, 0.382)  -0.413
O (-3.524, -0.736, 2.540)  -0.216
P (-2.216, 0.102, 2.830)  0.218
O (-2.435, 0.671, 4.274)  -0.045
O (-0.959, -0.728, 2.733)  -0.318
O (-2.040, 1.169, 1.746)  -0.375
H (-5.635, -0.934, 0.325)  0.097
H (-3.356, 0.745, 4.555)  0.111
C (0.982, 4.743, 1.363)  -0.071
O (0.624, 3.347, 1.374)  -0.314
P (0.044, 2.639, 0.059)  0.735
O (-1.035, 3.641, -0.537)  -0.276
C (-2.389, 3.666, -0.047)  -0.084
O (1.133, 2.892, -1.092)  -0.275
C (2.401, 2.223, -0.998)  -0.089
H (0.106, 5.356, 1.163)  0.088
H (1.739, 4.934, 0.603)  0.089
H (1.378, 4.970, 2.348)  0.091
H (-2.407, 3.829, 1.030)  0.086
H (-2.890, 2.731, -0.285)  0.072
H (-2.874, 4.494, -0.555)  0.095
H (2.935, 2.543, -0.101)  0.089
H (2.963, 2.516, -1.880)  0.097
H (2.269, 1.141, -0.981)  0.059
O (-1.670, 0.777, -1.285)  -0.109
C (-0.747, 0.330, -2.019)  -0.554
O (0.220, -0.283, -1.425)  -0.129
C (-0.748, 0.509, -3.477)  -0.133
C (0.343, 0.085, -4.231)  -0.012
C (0.341, 0.272, -5.603)  -0.063
C (-0.750, 0.878, -6.214)  -0.061
C (-1.838, 1.301, -5.461)  -0.056
C (-1.839, 1.120, -4.089)  0.003
H (1.185, -0.377, -3.734)  0.113
H (1.186, -0.049, -6.196)  0.108
H (-0.751, 1.024, -7.286)  0.111
H (-2.681, 1.774, -5.945)  0.111
H (-2.673, 1.445, -3.481)  0.125

Summary:
HOMO-LUMO gap	9.601	eV
total energy	-82035.53635	eV
relative energy (zero: lowest compared OMol25 entry of this formula, charge and spin)	0.000	eV
2S+1	1
charge	+1